1.
2 unconnected molecules or ions with the total composition C4H12NO2 at a distorted geometry, computed with ωB97M-V/def2-TZVPD.

For the gap between HOMO and LUMO, the calculation gives 7.18 eV. The charge is -1. The value obtained for the total energy is -9927.904 eV.

XYZ file:
```
19
Properties=species:S:1:pos:R:3:nbo_charge:R:1
O 0.148 0.289 1.630 -0.99
O 2.241 -0.222 3.196 -1.01
N 0.830 -0.486 -0.818 -0.89
C -0.529 0.980 0.671 -0.03
C -1.538 -0.180 -1.398 -0.40
C -0.277 0.489 -0.783 -0.07
C -1.241 -0.759 -2.772 -0.61
H -0.828 -0.018 -3.433 0.18
H -0.230 2.041 0.707 0.09
H 1.095 -0.518 0.177 0.40
H 1.623 -0.094 -1.308 0.33
H 2.061 -0.942 2.579 0.46
H -0.050 1.243 -1.554 0.14
H -1.633 1.011 0.814 0.09
H -2.342 0.566 -1.451 0.18
H -0.589 -1.620 -2.692 0.22
H -2.147 -1.142 -3.218 0.18
H 1.488 0.342 2.890 0.52
H -1.786 -0.980 -0.708 0.20
```

2.
2 unconnected molecules or ions with the total composition C4H12NO2 at a distorted geometry, computed with ωB97M-V/def2-TZVPD.

For the gap between HOMO and LUMO, the calculation gives 7.58 eV. The charge is -1. The value obtained for the total energy is -9927.305 eV.

XYZ file:
```
19
Properties=species:S:1:pos:R:3:nbo_charge:R:1
O -0.106 0.809 -1.064 -0.91
O -1.050 2.766 -2.155 -1.08
N 0.759 -0.786 2.825 -0.84
C 0.980 -1.217 0.287 -0.40
C -0.465 -1.439 -0.154 -0.45
C -0.998 -0.208 -1.047 -0.01
C 1.085 -0.273 1.502 -0.23
H 2.067 0.223 1.562 0.16
H -0.481 -2.334 -0.819 0.17
H -0.990 -1.950 0.669 0.17
H -0.261 -0.847 2.836 0.34
H -0.597 1.996 -1.487 0.50
H 1.396 -2.162 0.642 0.16
H 0.383 0.541 1.262 0.23
H -1.204 -0.663 -2.027 0.11
H 1.033 -1.751 2.987 0.33
H -0.585 3.532 -1.836 0.42
H -1.956 0.147 -0.603 0.11
H 1.661 -0.883 -0.491 0.22
```

3.
A molecular structure, C4H12NO2 at a distorted geometry, computed with ωB97M-V/def2-TZVPD.

For the gap between HOMO and LUMO, the calculation gives 7.88 eV. The charge is -1. The value obtained for the total energy is -9927.680 eV.

XYZ file:
```
19
Properties=species:S:1:pos:R:3:nbo_charge:R:1
O 1.818 0.495 1.153 -0.85
O 2.569 -1.103 -0.512 -1.18
N -0.320 -1.092 0.368 -0.66
C -1.820 0.884 0.196 -0.62
C -0.583 0.253 0.863 -0.07
C 0.650 1.161 0.749 -0.07
C -0.373 -1.225 -1.087 -0.43
H -2.471 0.137 -0.223 0.21
H -2.362 1.492 0.883 0.20
H 0.533 1.982 1.470 0.14
H 0.654 -1.306 0.566 0.41
H -1.341 -1.642 -1.354 0.15
H -0.231 -0.315 -1.676 0.16
H 2.398 -0.720 -1.365 0.42
H 0.395 -1.927 -1.383 0.22
H 2.178 -0.265 0.373 0.48
H -0.847 0.154 1.924 0.17
H 0.723 1.513 -0.274 0.12
H -1.568 1.524 -0.671 0.19
```

4.
2 unconnected molecules or ions with the total composition C4H12NO2 at a distorted geometry, computed with ωB97M-V/def2-TZVPD.

For the gap between HOMO and LUMO, the calculation gives 5.13 eV. The charge is -1. The value obtained for the total energy is -9925.275 eV.

XYZ file:
```
19
Properties=species:S:1:pos:R:3:nbo_charge:R:1
O -4.029 4.145 3.076 -0.94
O -0.060 -2.013 -1.792 -0.91
N 0.122 -1.638 0.646 -0.90
C 1.351 0.357 -0.212 -0.43
C 0.506 -0.971 -2.207 0.06
C 1.917 -0.520 -1.275 -0.50
C 0.906 -0.442 1.060 -0.22
H -0.106 -0.043 -2.134 0.04
H 2.636 -0.017 -1.867 0.17
H 2.510 -1.415 -0.992 0.19
H 0.684 -0.989 -3.343 0.05
H -3.312 3.557 2.770 0.48
H 0.280 0.249 1.677 0.15
H 1.612 -0.833 1.696 0.17
H 2.284 0.968 0.068 0.17
H 0.707 1.309 -0.388 0.20
H -0.469 -1.456 -0.179 0.40
H 0.569 -2.384 0.270 0.36
H -3.614 4.926 3.429 0.47
```

5.
2 unconnected molecules or ions with the total composition C4H12NO2 at a distorted geometry, computed with ωB97M-V/def2-TZVPD.

For the gap between HOMO and LUMO, the calculation gives 6.88 eV. The charge is -1. The value obtained for the total energy is -9927.482 eV.

XYZ file:
```
19
Properties=species:S:1:pos:R:3:nbo_charge:R:1
O 2.893 -0.685 1.211 -0.97
O -1.182 0.353 -1.973 -0.95
N 0.403 -0.528 -0.332 -0.73
C 0.089 0.123 -1.692 0.14
C -1.882 -0.546 0.716 -0.64
C -0.420 -0.039 0.785 -0.05
C -0.396 1.475 0.845 -0.62
H -1.965 -1.530 1.209 0.16
H -2.180 -0.695 -0.312 0.27
H 2.281 -1.395 0.982 0.47
H -1.108 1.941 0.174 0.24
H 0.609 1.855 0.632 0.20
H 0.694 1.067 -1.636 0.06
H -0.008 -0.524 1.674 0.17
H 0.286 -1.529 -0.427 0.33
H -0.595 1.795 1.877 0.18
H -2.603 0.056 1.281 0.18
H 2.508 0.001 0.635 0.49
H 0.583 -0.565 -2.423 0.07
```

6.
2 unconnected molecules or ions with the total composition C4H12NO2 at a distorted geometry, computed with ωB97M-V/def2-TZVPD.

For the gap between HOMO and LUMO, the calculation gives 7.93 eV. The charge is -1. The value obtained for the total energy is -9927.120 eV.

XYZ file:
```
19
Properties=species:S:1:pos:R:3:nbo_charge:R:1
O 2.208 0.368 0.467 -0.79
O 1.624 -1.396 -1.334 -1.32
N -0.954 -0.459 -0.377 -0.71
C 1.430 1.397 0.008 -0.04
C -0.657 0.299 0.918 -0.22
C 0.020 1.652 0.593 -0.42
C -1.868 -1.606 -0.181 -0.40
H 0.151 2.203 1.519 0.17
H -0.547 2.245 -0.110 0.19
H 2.199 -0.386 -0.243 0.55
H -1.618 0.523 1.408 0.16
H -1.642 -2.232 0.687 0.15
H 1.855 2.402 0.211 0.12
H 1.247 1.358 -1.080 0.16
H 1.620 -1.844 -2.220 0.43
H -0.063 -0.245 1.684 0.18
H -2.834 -1.173 -0.001 0.16
H -2.114 -2.366 -1.083 0.18
H -0.056 -0.739 -0.865 0.45
```